[1]
Molecular formula: C4H5N3O
Method: DFT, the ωB97M-V functional and the def2-TZVPD basis

The geometry in ORCA input format:
```
! wB97M-V def2-TZVPD RIJCOSX def2/J DEFGRID3
* xyz 0 1
C 1.942 -0.511 -0.016
C -0.406 0.057 0.113
C -1.430 0.992 -0.031
C -2.214 -0.997 -0.048
H 2.869 0.949 0.224
H 1.655 -1.485 -0.209
H 1.331 1.414 0.059
H -1.464 2.178 -0.398
H -2.856 -1.879 0.114
N 3.191 -0.236 -0.163
N 0.921 0.372 0.306
N -0.895 -1.150 0.099
O -2.642 0.294 -0.048
*
```

Results
Frontier orbital gap, eV: 9.282
HOMO level, Eh: -0.3171



[2]
Molecular formula: C21H23N3O4
Method: DFT, the ωB97M-V functional and the def2-TZVPD basis

The geometry in ORCA input format:
```
! wB97M-V def2-TZVPD RIJCOSX def2/J DEFGRID3
* xyz 0 1
C -5.264 -4.162 -0.133
C -4.618 -2.786 -0.052
C -3.343 -2.480 0.452
C -2.943 -1.325 0.576
C -3.727 -0.372 0.050
C -5.097 -0.458 -0.249
C -5.609 -1.797 -0.257
H -6.536 -1.798 -0.939
C -5.957 0.818 -0.767
H -5.486 1.216 -1.588
H -6.988 0.673 -0.821
H -5.993 1.641 0.015
N -3.156 0.908 0.242
C -2.958 2.086 -0.586
O -3.411 1.912 -1.884
C -2.215 3.167 -0.022
O -1.212 2.733 0.947
C -0.236 2.001 0.705
C 0.128 1.530 -0.657
C 1.078 0.624 -0.629
C 1.944 0.339 0.213
C 1.644 1.076 1.680
C 0.675 1.934 1.736
H 0.437 2.363 2.795
H 2.420 0.975 2.113
N 3.178 -0.482 0.114
C 3.788 -1.342 1.107
O 3.616 -0.923 2.268
C 4.777 -2.036 0.554
H 4.544 -3.074 0.489
C 4.989 -1.312 -1.015
C 6.010 -0.354 -1.210
O 6.839 -0.237 -1.996
N 6.016 0.460 -0.114
H 5.384 0.478 0.699
H 6.758 1.534 -0.091
C 3.605 -0.828 -1.376
H 2.926 -1.558 -1.413
H 3.591 0.104 -1.815
H 5.106 -2.049 -1.618
H 5.864 -2.050 1.175
H 1.105 0.165 -1.460
H -0.739 1.524 -1.400
H -2.873 3.810 0.293
H -1.737 3.696 -1.086
H -2.485 1.163 1.191
H -1.926 -1.242 1.050
H -2.773 -3.562 0.829
H -4.908 -4.732 0.453
H -5.140 -4.499 -1.134
H -6.375 -4.113 -0.230
*
```

Results
Frontier orbital gap, eV: 8.181
HOMO level, Eh: -0.2858



[3]
Molecular formula: C15H19MnN5O5S4
Method: DFT, the ωB97M-V functional and the def2-TZVPD basis

The geometry in ORCA input format:
```
! wB97M-V def2-TZVPD RIJCOSX def2/J DEFGRID3
* xyz -2 2
Mn -0.477 -0.103 1.606
C -3.774 2.656 6.016
C -3.020 2.115 4.831
C -2.795 2.901 3.706
C -2.082 2.314 2.673
N -1.654 1.071 2.770
C -1.857 0.373 3.916
S -1.109 -1.171 3.933
N -2.565 0.872 4.947
H -4.439 3.472 5.729
H -3.069 3.036 6.759
H -4.349 1.857 6.482
H -3.149 3.920 3.642
H -1.830 2.827 1.752
O -2.889 -1.819 -1.600
S -2.988 -1.608 -0.131
N -1.940 -0.895 0.599
O -0.038 1.536 0.381
S 1.186 1.944 1.177
O 1.210 0.893 2.257
O 1.057 3.288 1.709
S 2.800 1.782 0.013
C 3.348 0.374 -4.342
C 2.197 -0.577 -4.643
N 1.525 -1.021 -3.430
C 0.160 -0.522 -3.215
C 0.098 0.976 -2.961
C 2.146 -1.988 -2.712
O 3.144 -2.573 -3.134
C 1.591 -2.329 -1.365
C 1.507 -3.651 -0.959
C 0.999 -3.932 0.299
C 0.580 -2.882 1.099
N 0.685 -1.608 0.719
C 1.205 -1.336 -0.475
H 3.818 0.714 -5.269
H 4.100 -0.135 -3.739
H 2.998 1.241 -3.782
H 2.566 -1.451 -5.183
H 1.446 -0.084 -5.263
H -0.315 -1.064 -2.403
H -0.417 -0.775 -4.112
H 0.683 1.270 -2.088
H -0.936 1.260 -2.766
H 0.456 1.542 -3.826
H 1.837 -4.435 -1.629
H 0.903 -4.949 0.653
H 0.122 -3.043 2.067
H 1.325 -0.285 -0.707
*
```

Results
Frontier orbital gap (alpha / beta), eV: 6.559 / 6.021
HOMO level (alpha / beta), Eh: -0.0650 / -0.0452



[4]
Molecular formula: C39H40BNO7PPtS
Method: DFT, the ωB97M-V functional and the def2-TZVPD basis

The geometry in ORCA input format:
```
! wB97M-V def2-TZVPD RIJCOSX def2/J DEFGRID3
* xyz -1 1
Pt -0.206 -0.398 -0.061
O 2.718 -3.578 -0.141
S 1.881 -2.516 0.355
O 0.423 -2.719 0.128
O 2.292 -1.173 -0.049
C 2.001 -2.553 2.139
C 2.966 -3.389 2.685
C 3.062 -3.547 4.059
C 2.169 -2.890 4.890
C 1.214 -2.049 4.342
C 1.128 -1.833 2.970
P -0.082 -0.578 2.334
C 0.407 0.921 3.273
C 0.214 1.121 4.642
C 0.664 2.276 5.262
C 1.336 3.245 4.528
C 1.555 3.048 3.174
C 1.090 1.896 2.551
C -1.647 -1.191 3.032
C -2.036 -2.459 2.594
C -3.237 -3.002 3.011
C -4.076 -2.284 3.854
C -3.712 -1.012 4.263
C -2.502 -0.465 3.852
H 3.615 -3.930 2.011
H 3.818 -4.201 4.477
H 2.211 -3.034 5.963
H 0.510 -1.556 5.001
H -0.298 0.379 5.239
H 0.494 2.414 6.323
H 1.689 4.147 5.013
H 2.091 3.789 2.593
H 1.276 1.744 1.494
H -1.404 -3.005 1.901
H -3.533 -3.979 2.651
H -5.022 -2.707 4.168
H -4.375 -0.432 4.892
H -2.259 0.548 4.139
C 3.472 -4.226 -2.695
C 2.829 -2.882 -2.900
C 3.621 -1.780 -3.185
C 3.063 -0.513 -3.275
C 1.711 -0.340 -3.069
C 0.897 -1.443 -2.815
N -0.458 -1.234 -2.483
C -1.370 -0.457 -3.211
C -1.025 0.104 -4.445
C -1.926 0.901 -5.131
C -3.194 1.135 -4.616
C -3.545 0.546 -3.412
C -2.656 -0.240 -2.690
C -3.167 -0.846 -1.387
O -4.355 -1.158 -1.345
O -2.323 -1.039 -0.444
C 1.443 -2.727 -2.744
C 0.580 -3.914 -2.417
H 4.535 -4.178 -2.934
H 3.023 -5.004 -3.316
H 3.372 -4.537 -1.652
H 4.691 -1.913 -3.297
H 3.693 0.350 -3.453
H 1.281 0.653 -3.046
H -0.879 -1.923 -1.878
H -0.050 -0.094 -4.867
H -1.634 1.329 -6.084
H -3.903 1.756 -5.150
H -4.536 0.671 -2.996
H -0.456 -3.757 -2.720
H 0.587 -4.118 -1.343
H 0.930 -4.810 -2.929
C -1.467 4.267 0.419
C -1.240 3.575 -0.919
C -2.177 4.137 -1.971
O -1.556 2.183 -0.727
B -0.376 1.500 -0.517
O 0.735 2.308 -0.742
C 0.262 3.532 -1.347
C 0.449 3.388 -2.850
C 1.099 4.681 -0.816
H -2.492 4.074 0.736
H -1.320 5.347 0.345
H -0.801 3.873 1.189
H -3.198 4.124 -1.586
H -2.157 3.538 -2.879
H -1.916 5.170 -2.215
H -0.153 2.567 -3.243
H 1.499 3.171 -3.052
H 0.174 4.302 -3.381
H 1.118 4.686 0.273
H 0.704 5.639 -1.164
H 2.125 4.583 -1.174
*
```

Results
Frontier orbital gap (alpha / beta), eV: 6.325 / 6.332
HOMO level (alpha / beta), Eh: -0.1433 / -0.1436



[5]
Molecular formula: C4H12N2S
Method: DFT, the ωB97M-V functional and the def2-TZVPD basis

The geometry in ORCA input format:
```
! wB97M-V def2-TZVPD RIJCOSX def2/J DEFGRID3
* xyz 0 1
C 2.008 -1.288 2.280
C 0.602 -0.890 1.838
S 0.344 -0.746 0.036
N 3.069 -0.494 1.677
H 2.162 -2.358 2.077
H 2.056 -1.311 3.377
H 0.387 0.073 2.331
H -0.199 -1.537 2.229
H 2.943 0.482 1.936
H 2.933 -0.520 0.671
C -2.305 0.977 -2.053
C -3.409 1.719 -2.105
N -0.977 1.444 -2.122
H -2.337 -0.113 -2.013
H -4.361 1.189 -2.103
H -3.418 2.790 -2.217
H -0.928 2.406 -1.803
H -1.060 0.534 0.274
H -0.403 0.864 -1.506
*
```

Results
Frontier orbital gap, eV: 7.561
HOMO level, Eh: -0.3133



[6]
Molecular formula: C17H40ClNO18P3S
Method: DFT, the ωB97M-V functional and the def2-TZVPD basis

The geometry in ORCA input format:
```
! wB97M-V def2-TZVPD RIJCOSX def2/J DEFGRID3
* xyz -1 1
Cl -10.077 6.813 16.420
O -10.855 7.383 17.473
O -9.251 5.716 16.835
O -10.975 6.330 15.395
O -9.284 7.905 15.917
C -7.657 -0.326 19.750
C -7.059 -1.681 20.194
C -6.277 -2.261 18.993
S -7.346 -1.831 17.512
O -8.232 -2.921 17.054
O -6.513 -1.189 16.516
C -8.339 -0.590 18.416
H -6.902 0.455 19.656
H -8.343 0.157 20.446
H -7.797 -2.419 20.509
H -6.332 -1.450 20.973
H -5.929 -3.293 18.947
H -5.391 -1.634 18.891
H -9.312 -1.058 18.568
H -8.533 0.228 17.723
C -14.505 -4.040 18.539
O -15.118 -2.857 18.039
P -14.906 -2.328 16.509
O -13.913 -3.119 15.669
O -14.631 -0.803 16.778
C -14.538 0.086 15.681
O -16.346 -2.221 15.792
C -17.464 -2.980 16.175
H -15.293 -4.711 18.880
H -13.902 -3.903 19.436
H -13.924 -4.520 17.752
H -14.573 -0.413 14.712
H -13.596 0.620 15.812
H -15.319 0.846 15.716
H -18.334 -2.342 16.327
H -17.204 -3.527 17.082
H -17.663 -3.649 15.337
C -8.164 1.939 10.890
O -7.816 1.094 9.819
P -8.803 -0.189 9.530
O -8.908 -1.250 10.592
O -10.204 0.490 9.032
C -10.206 1.631 8.183
O -8.206 -0.731 8.121
C -8.023 -2.092 7.736
H -7.379 1.770 11.627
H -9.136 1.817 11.368
H -8.065 2.977 10.572
H -10.800 1.468 7.284
H -9.233 2.001 7.859
H -10.723 2.368 8.797
H -8.345 -2.771 8.525
H -6.979 -2.333 7.536
H -8.672 -2.291 6.883
C -11.494 13.057 20.855
O -10.164 13.531 20.734
P -9.762 15.128 20.464
O -8.310 15.480 20.619
O -10.324 15.327 18.924
C -9.906 14.452 17.855
O -10.794 15.938 21.356
C -10.948 17.319 21.133
H -12.142 13.920 21.011
H -11.564 12.326 21.660
H -11.880 12.570 19.959
H -10.565 14.507 16.989
H -9.798 13.402 18.130
H -8.969 14.927 17.566
H -10.533 17.968 21.905
H -12.036 17.377 21.132
H -10.578 17.649 20.163
N -5.038 8.985 19.109
C -4.481 9.685 20.152
C -3.257 9.178 20.424
C -2.997 8.140 19.497
C -4.171 8.063 18.683
H -5.975 9.107 18.753
H -5.082 10.456 20.611
H -2.611 9.498 21.228
H -2.068 7.594 19.427
H -4.296 7.552 17.739
*
```

Results
Frontier orbital gap, eV: 7.793
HOMO level, Eh: -0.2113



[7]
Molecular formula: C4H9IN
Method: DFT, the ωB97M-V functional and the def2-TZVPD basis

The geometry in ORCA input format:
```
! wB97M-V def2-TZVPD RIJCOSX def2/J DEFGRID3
* xyz 1 1
C -0.382 -0.427 -0.503
C 0.465 0.386 0.470
C -1.245 -1.509 0.054
C 1.687 1.029 0.072
N -0.820 1.011 -0.019
I 2.885 -0.705 -0.863
H -0.044 -0.540 -1.558
H 0.292 -0.006 1.495
H -2.047 -1.921 -0.506
H -1.745 -1.099 0.948
H -0.447 -2.125 0.388
H 2.272 1.348 0.926
H 1.586 1.776 -0.664
H -0.773 1.740 -0.752
H -1.683 1.040 0.511
*
```

Results
Frontier orbital gap, eV: 9.371
HOMO level, Eh: -0.4949
SMILES: C[C@H]1[NH2+][C@@H]1CI



[8]
Molecular formula: C19H18ClN3O4S
Method: DFT, the ωB97M-V functional and the def2-TZVPD basis

The geometry in ORCA input format:
```
! wB97M-V def2-TZVPD RIJCOSX def2/J DEFGRID3
* xyz 0 1
O 0.767 3.746 -1.161
C 0.857 2.821 -0.381
N -0.205 2.090 0.009
C -0.249 1.013 0.973
H -1.003 1.273 1.727
C -0.681 -0.283 0.262
N -1.947 -0.120 -0.416
C -3.142 -0.352 0.245
C -3.209 -0.689 1.603
C -4.419 -0.978 2.205
C -5.605 -0.938 1.495
C -5.541 -0.615 0.150
C -4.344 -0.333 -0.475
H -4.349 -0.121 -1.531
Cl -6.998 -0.575 -0.786
H -6.549 -1.154 1.966
H -4.438 -1.228 3.255
H -2.319 -0.720 2.210
C -1.846 0.953 -1.387
H -1.062 0.696 -2.105
C -1.467 2.265 -0.686
H -2.244 2.535 0.038
H -1.342 3.071 -1.409
H -2.784 1.085 -1.920
H 0.062 -0.531 -0.503
H -0.727 -1.113 0.966
H 0.704 0.867 1.475
C 2.215 2.487 0.255
N 2.658 1.135 0.004
C 2.428 0.421 -1.130
O 1.760 0.777 -2.072
C 3.104 -0.902 -1.009
C 3.758 -1.124 0.191
C 4.431 -2.296 0.451
C 4.441 -3.272 -0.540
C 3.788 -3.065 -1.746
C 3.112 -1.879 -1.994
H 2.601 -1.699 -2.927
H 3.808 -3.835 -2.502
H 4.964 -4.200 -0.365
H 4.934 -2.443 1.393
S 3.544 0.318 1.210
O 4.760 1.013 1.474
O 2.656 0.086 2.309
H 2.937 3.198 -0.161
H 2.180 2.613 1.341
*
```

Results
Frontier orbital gap, eV: 7.401
HOMO level, Eh: -0.2894
SMILES: O=C(CN1C(=O)c2ccccc2S1(=O)=O)N1CCN(c2cccc(Cl)c2)CC1